98
Properties=species:S:1:pos:R:3:forces:R:3 method="wB97M-V/def2-TZVPD" e_tot_ha=-5556.96132 orbital_gap_ev=10.199 e_homo_ev=-8.5 total_charge=-1
N 0.60783 -0.18164 -0.94787 3.1 -2.3 2.2
S -0.64690 0.43324 -0.34951 -5.0 2.6 -0.8
O -0.55088 1.82493 0.01270 0.1 -1.0 0.0
O -1.48622 -0.43201 0.45208 0.8 0.3 0.1
F -1.52224 0.47600 -1.72816 0.7 0.2 0.6
S 1.25692 -0.91943 0.42017 2.5 -1.6 0.3
O 1.07408 -2.35105 0.52866 -0.5 1.5 -0.8
O 1.24126 -0.16796 1.63986 -1.0 0.3 -0.4
F 2.81948 -0.80268 0.09068 -0.6 0.0 -1.0
C 2.63541 2.79886 -0.01008 -0.1 0.5 -0.5
N 2.86615 3.23558 1.39425 1.4 0.1 0.5
O 2.95685 4.44154 1.54661 -0.6 -0.1 -0.1
O 3.16724 2.43973 2.26345 -0.6 -0.2 -0.4
H 2.79693 1.74679 -0.21212 0.1 -0.1 0.6
H 3.35909 3.42636 -0.52591 -0.1 -0.2 -0.3
H 1.63641 3.09408 -0.32146 -0.1 0.0 0.2
C -2.68212 -3.39940 0.00072 1.9 -0.1 -0.9
N -2.81464 -3.20724 -1.47623 -0.3 0.5 -0.2
O -1.96274 -3.65125 -2.23053 -0.9 -0.6 0.9
O -3.72982 -2.48009 -1.84622 0.2 -0.6 0.3
H -1.92729 -4.16953 0.16357 -0.7 -0.7 -0.1
H -3.65715 -3.51902 0.44250 0.0 0.2 0.2
H -2.05474 -2.54668 0.27294 -0.9 0.6 0.3
O -0.78000 -0.70896 5.71936 -0.1 -0.1 0.5
S -0.69967 -2.10729 5.41781 0.2 0.5 -1.2
O -0.23157 -3.06607 6.36455 -0.5 0.1 0.0
O -2.15595 -2.61812 4.89897 0.2 -0.4 1.0
C -3.00720 -1.68614 4.28806 -0.4 2.5 -1.7
C -3.26996 -1.98821 2.80117 -1.1 -1.5 1.1
C 0.17327 -2.30999 3.89278 0.2 -0.3 0.6
H -2.58215 -0.67502 4.26985 0.6 -0.3 0.3
H -3.93578 -1.47257 4.82262 0.0 -0.9 0.3
H -2.38606 -2.39905 2.32908 0.2 0.5 -0.1
H -3.75441 -1.16988 2.27345 0.6 0.3 0.0
H -4.01792 -2.79044 2.75421 0.1 -0.2 0.0
H 1.23051 -2.17481 4.11159 0.0 -0.1 0.0
H -0.12167 -1.57652 3.14789 -0.3 -0.1 0.0
H -0.06406 -3.34395 3.64854 0.3 0.1 -0.5
O 0.30156 -1.20743 -6.07374 -1.5 -0.4 0.8
S -0.79281 -1.12532 -5.13726 0.9 -1.0 0.7
O -1.33836 0.14891 -4.79152 -0.3 0.3 -0.1
O -1.97278 -2.08222 -5.69382 0.9 0.7 -0.3
C -3.19086 -2.06902 -4.97584 -1.4 -1.2 1.7
C -3.94312 -3.37946 -5.25514 0.1 0.2 -0.3
C -0.40352 -1.97169 -3.55202 0.2 -0.2 -1.1
H -3.81452 -1.18427 -5.10315 0.3 0.1 -0.7
H -3.05502 -2.12746 -3.88999 0.6 0.3 -0.4
H -3.25771 -4.22638 -5.21240 0.2 0.1 -0.2
H -4.46160 -3.36446 -6.21403 0.1 -0.1 -0.1
H -4.67042 -3.60954 -4.47550 -0.1 0.5 0.0
H -1.23580 -1.87819 -2.86204 0.3 0.5 -0.4
H 0.51777 -1.61124 -3.11025 -0.1 0.6 -0.2
H -0.23832 -3.03537 -3.72910 -0.2 0.1 -0.4
O 3.68783 2.08195 -5.14358 0.3 -0.8 -0.2
S 3.29648 0.70206 -4.97547 -0.4 -1.2 0.3
O 2.67440 -0.06013 -6.03093 0.8 1.2 0.8
O 4.53021 -0.24036 -4.44014 0.0 0.6 -0.3
C 5.85958 0.28446 -4.64715 -0.2 1.1 0.2
C 6.37454 0.94357 -3.37218 0.0 -0.3 0.1
C 2.32903 0.59436 -3.49684 -0.3 0.0 -0.2
H 5.76692 0.97892 -5.48268 0.5 0.1 0.1
H 6.56752 -0.49811 -4.91261 -0.5 -0.4 -0.1
H 5.80463 1.77934 -2.96567 -0.3 0.0 -0.5
H 7.38935 1.30758 -3.54029 0.1 -0.2 0.1
H 6.35946 0.17839 -2.59300 0.3 0.0 0.0
H 2.30181 -0.44430 -3.18560 0.0 0.0 -0.1
H 1.32994 0.96096 -3.73473 0.0 -0.1 0.0
H 2.75117 1.20298 -2.70203 0.2 0.0 -0.2
O 4.74196 -0.43368 5.67199 -0.2 0.0 0.4
S 3.37137 -0.17900 5.98820 -1.4 1.2 -0.3
O 2.40304 -1.23639 6.02106 0.3 -0.4 0.2
O 3.27126 0.63435 7.40085 0.9 -0.4 -0.7
C 2.41826 0.13610 8.42288 -1.1 0.0 1.1
C 2.75487 -1.25996 8.94710 -0.4 0.2 -1.1
C 2.71617 1.09400 4.89285 1.1 -0.8 1.0
H 1.37068 0.24586 8.11818 0.1 -0.5 -0.4
H 2.44064 0.82834 9.27058 0.8 0.3 -0.3
H 3.82578 -1.43977 8.85865 0.1 0.1 0.4
H 2.26645 -1.98003 8.29231 0.0 -0.2 0.2
H 2.37291 -1.36018 9.96044 0.2 -0.1 0.1
H 2.52360 0.58991 3.95056 -0.1 0.2 -0.1
H 3.54184 1.79973 4.85062 -0.3 0.3 -0.4
H 1.83949 1.50564 5.38082 -0.1 0.0 -0.2
O -2.47030 5.43405 -0.98347 -1.0 -0.4 0.5
S -3.76400 4.79103 -0.89156 0.2 -0.3 -0.1
O -4.86872 5.38380 -0.17723 0.9 -0.5 -0.6
O -4.26328 4.59484 -2.40817 0.0 -0.2 0.9
C -3.28213 4.17520 -3.36917 0.4 0.3 -1.8
C -4.11087 3.63730 -4.53787 -0.6 -0.3 0.7
C -3.51818 3.04843 -0.41139 -0.5 0.3 -1.2
H -2.56356 3.42655 -3.03568 -0.3 -0.1 0.5
H -2.68643 5.03692 -3.67114 -0.1 0.1 0.1
H -4.87095 4.36794 -4.81490 0.0 0.0 0.0
H -4.62579 2.76648 -4.12345 -0.2 0.0 -0.3
H -3.62063 3.30707 -5.45065 0.6 0.2 0.3
H -4.29330 2.41147 -0.84386 -0.4 0.5 0.0
H -3.52523 2.86401 0.65604 0.6 0.4 0.1
H -2.64251 2.75930 -0.98593 0.5 0.0 0.8

104
Properties=species:S:1:pos:R:3:forces:R:3 method="wB97M-V/def2-TZVPD" e_tot_ha=-5243.30489 orbital_gap_ev="7.127 / 7.606" e_homo_ev="-9.6 / -9.8" total_charge=+1 de_lowest_kcal_mol=0.0 spin_multiplicity=4
Cr 0.32147 0.38172 -0.17605 0.0 -0.4 0.4
Cl -2.60726 6.27724 -2.26352 0.0 0.0 0.0
C -1.91041 4.99616 -1.32402 0.0 0.0 0.0
C -1.90393 5.07672 0.03814 0.0 0.0 0.0
C -1.35815 4.03833 0.82502 -0.1 0.1 0.0
I -1.30497 4.21525 2.89431 0.0 0.0 0.0
C -0.83343 2.90727 0.24628 0.0 0.0 0.1
O -0.33990 1.87683 0.89269 0.0 0.0 0.0
C -0.80816 2.86020 -1.17754 0.0 0.0 -0.1
N -0.21499 1.74908 -1.68974 -0.2 0.0 -0.1
C -0.15520 1.59432 -2.99102 0.0 0.0 0.0
C -0.67825 2.55137 -3.87786 0.0 0.0 0.1
C -1.26742 3.68251 -3.38164 0.0 0.0 0.0
C -1.34559 3.87238 -1.98414 0.0 0.1 0.0
H -2.32366 5.94777 0.52036 0.0 0.0 0.0
H 0.31291 0.68364 -3.33751 0.0 0.0 0.0
H -0.60678 2.38054 -4.94224 0.0 0.0 0.0
H -1.67530 4.43397 -4.04361 0.0 0.0 0.0
Cl 3.94400 -2.86349 2.82544 0.0 0.0 0.0
C 3.22053 -1.30443 2.66356 0.0 0.0 0.0
C 3.59253 -0.25338 3.48634 0.0 0.0 0.0
C 2.96578 0.96669 3.30277 0.0 0.0 0.0
C 2.00788 1.09660 2.30979 0.0 0.0 0.0
N 1.66942 0.07922 1.51232 0.0 0.0 0.0
C 2.26043 -1.10435 1.69171 0.0 0.0 0.0
H 4.34799 -0.39413 4.24633 0.0 0.0 0.0
H 3.21324 1.81760 3.92078 0.0 0.0 0.0
H 1.47735 2.02379 2.14458 0.0 0.0 0.0
H 1.95750 -1.91371 1.04082 0.0 0.0 0.0
N 1.43678 -0.49712 -1.28456 0.0 0.1 0.0
P 2.25322 -1.71366 -1.80819 0.0 0.0 -0.1
C 4.03065 -1.57712 -1.52381 0.0 0.0 0.0
C 4.93821 -2.42016 -2.16499 0.0 0.0 0.0
C 6.29396 -2.30020 -1.91170 0.0 0.0 0.0
C 6.75119 -1.32875 -1.02943 0.0 0.0 0.0
C 5.85514 -0.47282 -0.40821 0.0 0.0 0.0
C 4.49487 -0.59621 -0.65493 0.0 0.0 0.0
C 2.08592 -1.97516 -3.59437 0.1 0.0 0.0
C 1.69180 -3.18688 -4.15141 0.0 0.0 0.0
C 1.56555 -3.31247 -5.52971 0.0 0.0 0.0
C 1.83801 -2.23148 -6.35207 0.0 0.0 0.0
C 2.24613 -1.02165 -5.80184 0.0 0.0 0.0
C 2.37021 -0.89398 -4.42991 0.0 0.0 0.0
C 1.68032 -3.26215 -1.05726 0.0 0.0 0.1
C 0.29881 -3.38494 -0.89132 0.0 0.0 0.0
C -0.23352 -4.52553 -0.31365 0.0 0.0 0.0
C 0.60684 -5.54287 0.12299 0.0 0.0 0.0
C 1.98020 -5.41170 -0.01231 0.0 0.0 0.0
C 2.51821 -4.27467 -0.60177 0.0 0.0 0.0
H 4.58646 -3.15914 -2.87559 0.0 0.0 0.0
H 6.99660 -2.95439 -2.40887 0.0 0.0 0.0
H 7.81120 -1.23339 -0.83695 0.0 0.0 0.0
H 6.21562 0.29604 0.26151 0.0 0.0 0.0
H 3.78308 0.07418 -0.18942 0.0 0.0 0.0
H 1.47496 -4.03354 -3.51288 0.0 0.0 0.0
H 1.25602 -4.25571 -5.95876 0.0 0.0 0.0
H 1.74063 -2.33076 -7.42467 0.0 0.0 0.0
H 2.47375 -0.18332 -6.44650 0.0 0.0 0.0
H 2.69583 0.04515 -3.99657 0.0 0.0 0.0
H -0.34898 -2.56816 -1.18906 0.0 0.0 0.0
H -1.30682 -4.62320 -0.20818 0.0 0.0 0.0
H 0.19197 -6.43460 0.57299 0.0 0.0 0.0
H 2.63757 -6.19280 0.34384 0.0 0.0 0.0
H 3.59216 -4.18038 -0.69139 0.0 0.0 0.0
C -4.79498 -1.51754 -0.64597 0.0 -0.1 0.0
N -3.89452 -0.60653 -1.32848 0.0 0.1 -0.1
C -3.70151 0.67656 -0.67182 0.0 0.0 0.0
C -2.80373 -1.05907 -2.04444 0.0 0.1 0.1
O -1.70300 -0.52315 -1.91254 0.1 -0.1 -0.1
N -3.01600 -2.06925 -2.93534 0.0 -0.1 0.0
C -1.89178 -2.55758 -3.71642 0.0 0.0 0.0
C -4.33706 -2.41955 -3.43031 0.0 0.0 -0.1
H -4.64369 -1.44915 0.43683 0.0 0.0 0.0
H -4.60050 -2.54631 -0.93611 0.0 0.0 0.0
H -5.84113 -1.28600 -0.85723 0.0 0.0 0.0
H -4.65622 0.98598 -0.24680 0.0 0.0 0.0
H -3.38836 1.42686 -1.39703 0.0 0.0 0.0
H -2.94454 0.62782 0.11714 0.0 0.0 0.0
H -0.97727 -2.08376 -3.37233 0.0 0.0 0.0
H -2.03626 -2.31000 -4.77091 0.0 0.0 0.0
H -1.79506 -3.64162 -3.62584 0.0 0.0 0.0
H -5.02274 -1.58216 -3.31359 0.0 0.0 0.0
H -4.75869 -3.29579 -2.93305 0.0 0.0 0.0
H -4.25742 -2.64942 -4.49234 0.0 0.0 0.0
C -3.67974 2.61767 5.98854 0.0 0.0 0.0
C -2.99844 1.63258 5.08422 0.0 0.0 0.0
C -1.74220 1.12697 5.39443 0.0 0.0 0.0
C -1.11047 0.22183 4.55229 0.0 0.0 0.0
C -1.75552 -0.19085 3.39963 0.0 0.0 -0.1
C -3.00831 0.30911 3.06250 0.0 0.0 0.0
C -3.61861 1.21496 3.90427 0.0 0.0 0.0
S -0.92489 -1.37790 2.38362 0.2 0.0 0.2
C -2.11103 -2.70966 2.44527 0.0 0.0 0.0
O -1.00606 -0.92269 0.93867 0.0 0.3 -0.5
H -2.96891 3.09787 6.65856 0.0 0.0 0.0
H -4.43141 2.11771 6.60217 0.0 0.0 0.0
H -4.18640 3.39053 5.41070 0.0 0.0 0.0
H -1.24331 1.45339 6.29779 0.0 0.0 0.0
H -0.12593 -0.15952 4.79274 0.0 0.0 0.0
H -3.48982 0.00258 2.14381 0.0 0.0 0.0
H -4.58680 1.62214 3.64167 0.0 0.0 0.0
H -3.06635 -2.35426 2.06364 0.0 0.0 0.0
H -2.20266 -3.03312 3.48041 0.0 0.0 0.0
H -1.72044 -3.51430 1.82537 0.0 0.0 0.0

21
Properties=species:S:1:pos:R:3:forces:R:3 method="wB97M-V/def2-TZVPD" e_tot_ha=-423.59727 orbital_gap_ev=10.241 e_homo_ev=-9.8 de_lowest_kcal_mol=44.7
C -1.05488 2.76328 0.29013 0.6 -0.3 0.3
C -1.35639 1.49257 0.05300 -0.6 0.7 0.3
C -0.72549 0.35798 0.79321 0.5 -0.6 0.0
H -1.61364 3.61995 -0.05581 -0.1 -0.1 -0.2
H -0.19245 2.96244 0.92173 -0.1 0.2 0.0
H -2.28992 1.33388 -0.47096 0.1 -0.4 -0.4
H -0.72692 0.61165 1.85069 0.0 -0.4 0.1
H -1.21698 -0.59162 0.63303 -1.0 0.3 0.5
H 0.27649 -0.00493 0.55669 0.3 1.1 -0.3
O -0.35782 -1.50792 -3.47677 1.4 -1.4 -0.3
H -1.01818 -0.86266 -3.38411 -1.3 1.4 0.3
H -0.08842 -1.76266 -2.58499 -0.2 0.0 0.0
O 2.42016 1.61754 0.75439 0.2 0.2 0.1
H 2.06414 2.18128 1.44623 -0.2 0.0 0.2
H 3.04248 2.20861 0.31581 0.1 -0.2 -0.2
O -0.90580 -2.62091 -0.76622 -1.0 1.0 0.5
H -1.07722 -1.96133 -0.06761 1.1 -0.6 0.2
H -1.77561 -2.46615 -1.15838 0.0 -0.8 -0.9
O 1.31978 -1.27162 2.37790 0.2 -0.1 -0.1
H 1.57731 -1.88628 1.68056 0.0 0.0 0.1
H 1.95381 -0.54966 2.28818 0.0 0.0 0.0

11
Properties=species:S:1:pos:R:3:forces:R:3 method="wB97M-V/def2-TZVPD" e_tot_ha=-326.51829 orbital_gap_ev=9.127 e_homo_ev=-8.3 de_lowest_kcal_mol=95.2
C -1.10801 -0.32060 0.84234 -1.0 1.8 -0.2
C -2.01622 0.09606 0.00191 2.5 -1.2 1.8
N -2.89413 0.44420 -0.70822 -2.5 2.6 -3.9
H -0.46334 0.43360 1.27545 -0.4 -0.4 0.4
H -0.94353 -1.34502 0.91997 0.6 -1.4 0.2
H -2.65761 0.86517 -1.67416 -0.4 -1.4 1.9
C 2.07519 0.40887 -0.28191 0.8 -2.8 0.5
N 1.38393 -0.47867 0.29000 0.1 1.0 -0.1
F 1.98104 -1.69547 0.36687 1.0 -0.9 -0.2
H 1.58897 1.29014 -0.34716 -1.5 2.9 -0.2
H 3.05370 0.30172 -0.68509 0.7 -0.4 -0.2